Record 1
95
Properties=species:S:1:pos:R:3 method="wB97M-V/def2-TZVPD" gap_ev=5.8512 charge=-1 lumo_ha=-0.0316 de_lowest_ev=2.563
B 0.18034 0.55937 0.03953
F -0.65966 0.20937 1.13753
F 0.77634 1.76837 0.20553
F 1.12134 -0.41063 -0.19547
F -0.63966 0.64937 -1.07147
C 5.80634 2.12737 4.81353
C 5.34634 0.73437 5.37053
C 3.99634 0.29837 5.04453
O 3.52034 -0.67463 5.63453
C 3.23934 1.10937 4.07553
C 3.70434 2.47037 3.53753
C 5.00034 2.99637 4.01853
O 5.46334 4.18237 3.66753
O 2.97834 3.15437 2.58353
O 6.13934 -0.04563 6.13753
H 6.79434 2.49437 4.92253
H 2.35934 0.79837 3.68153
H 2.17134 2.66937 2.66353
H 5.64634 -0.94363 6.26953
C 5.29634 -2.67563 1.33553
C 4.11934 -2.08663 0.57653
C 4.17834 -2.13163 -0.92247
O 3.22134 -1.79963 -1.51747
C 5.33634 -2.69363 -1.57747
C 6.54634 -3.12663 -0.73647
C 6.41534 -3.29663 0.76853
O 7.30034 -3.93863 1.27153
O 7.75034 -3.22263 -1.32447
O 2.89234 -1.63363 1.10353
H 5.17034 -2.72263 2.32053
H 5.51234 -2.43263 -2.55547
H 8.42034 -3.43463 -0.53247
H 2.27234 -1.13463 0.45553
C -6.40666 0.57337 -1.20547
C -6.17566 -0.56263 -0.17547
C -4.73366 -0.96363 0.22953
O -4.53066 -1.74263 1.13253
C -3.64466 -0.19063 -0.43947
C -3.93166 0.77737 -1.65147
C -5.36666 1.16637 -1.97347
O -5.56366 1.77737 -2.96247
O -2.89866 1.15037 -2.33447
O -7.21666 -1.19263 0.50953
H -7.49266 0.78537 -1.22147
H -2.60466 -0.53663 -0.06347
H -2.15766 0.96237 -1.77747
H -6.78766 -1.43063 1.18453
C -4.87666 5.59337 1.12753
C -3.97266 6.38937 0.07353
C -2.67166 5.88737 -0.35947
O -1.92266 6.46437 -1.07247
C -2.27666 4.62737 0.28253
C -3.07066 3.90737 1.18953
C -4.47966 4.25037 1.54653
O -5.28866 3.41337 1.99653
O -2.53166 3.00837 1.99853
O -4.40466 7.53237 -0.41247
H -5.85266 5.86937 1.05553
H -1.28466 4.40037 0.17253
H -1.74666 2.58337 1.54353
H -3.59966 7.85137 -0.71047
C -3.07966 -5.24363 1.68653
C -3.24466 -5.21663 0.18453
C -2.58666 -4.20863 -0.66647
O -2.68666 -4.15063 -1.89747
C -1.72966 -3.21663 0.08253
C -1.59966 -3.26163 1.64453
C -2.14066 -4.34863 2.29853
O -1.81666 -4.51963 3.46453
O -1.29466 -2.17763 2.31253
O -4.05966 -6.15763 -0.44047
H -3.43766 -6.28463 2.06853
H -1.55166 -2.37863 -0.47147
H -0.80266 -1.57963 1.85453
H -3.81466 -6.19063 -1.45347
C -0.41866 -1.93563 -3.61847
C -1.52266 -1.14063 -4.36847
O -1.10966 -0.25963 -5.11647
C -2.95766 -1.68563 -4.26047
H -0.73466 -2.79763 -3.06047
H -0.23066 -1.25563 -3.00647
H 0.45934 -2.28763 -4.19147
H -3.41366 -2.09763 -5.08547
H -3.59966 -0.74763 -4.45847
H -3.24966 -2.07963 -3.18847
C 2.18934 0.89937 -3.71147
C 3.29934 1.93237 -3.30147
O 3.73834 2.69037 -4.12147
C 3.83034 1.92937 -1.94447
H 1.29334 1.17137 -3.24747
H 2.47634 -0.18063 -3.28247
H 1.79434 0.76637 -4.85247
H 4.46934 2.77637 -1.68647
H 4.53334 1.21037 -1.80647
H 3.11334 1.85837 -1.24247

Record 2
8
Properties=species:S:1:pos:R:3 method="wB97M-V/def2-TZVPD" gap_ev=8.6339 charge=0 lumo_ha=-0.0304 de_lowest_ev=2.485
C -1.30247 -0.03126 0.00524
N -0.65610 -1.13576 -0.07061
N 0.67146 -1.23067 -0.06595
C 1.29004 -0.04186 0.05930
N 0.67430 1.19781 -0.10577
N -0.62502 1.21323 -0.02653
H -2.44452 -0.04821 0.11330
H 2.39232 0.07673 0.09102

Record 3
22
Properties=species:S:1:pos:R:3 method="wB97M-V/def2-TZVPD" gap_ev=9.3282 charge=+1 lumo_ha=-0.1804 de_lowest_ev=2.469
C -0.24821 1.55476 -1.31953
C -0.96853 0.75224 -0.30077
N -0.34719 0.26855 0.77574
N 1.06865 0.41382 1.03656
N 1.56712 1.30247 1.89423
N 2.74908 1.00504 2.06742
N 3.18399 -0.02649 1.31470
C 2.12996 -0.36667 0.62002
C 1.97392 -1.45510 -0.39398
C -1.27125 -0.41209 1.65007
C -2.62542 -0.20410 0.93425
O -3.65710 -0.72929 1.16294
N -2.29334 0.72537 -0.14336
H 0.81657 1.72863 -1.13847
H -0.63287 2.52226 -1.35805
H -0.39589 1.08302 -2.26756
H 2.90475 -2.08082 -0.45654
H 1.01558 -2.05084 -0.22465
H 2.01097 -0.94758 -1.35167
H -1.23858 0.01167 2.74504
H -1.02818 -1.49445 1.87748
H -2.87542 1.28468 -0.73957